Entry 1:
Computed, not measured: a cluster of 2 separate species, C6H15N2 in total, with ωB97M-V/def2-TZVPD.

```
23
Properties=species:S:1:pos:R:3:forces:R:3:mulliken_charge:R:1
C 1.254 2.912 -0.134 -0.9379 -0.4248 -1.4115 -0.4314
C 0.629 1.927 0.893 0.0425 -0.1332 0.7883 -0.6203
C -0.312 0.974 0.360 -0.2860 -0.2101 0.0125 -0.0209
C 0.082 -0.288 -0.111 0.5271 -0.2631 -0.2395 -0.2101
N -0.839 -1.082 -0.536 -0.5899 0.2289 0.1715 -0.1501
C -0.481 -2.356 -1.028 0.1992 -0.8164 -0.9114 -0.3056
C -1.322 -3.462 -0.370 -0.4661 0.9723 0.8119 -1.0961
N 1.586 2.213 -1.385 0.4919 -0.3074 0.8216 -0.5426
H 2.117 3.341 0.345 0.3220 0.2220 -0.0670 0.3344
H 0.510 3.663 -0.372 -0.1310 0.4543 0.5306 0.3449
H 1.439 1.362 1.349 0.2773 -0.1257 -0.0849 0.3501
H 0.129 2.488 1.679 0.0009 0.3307 -0.0220 0.3985
H -1.383 1.148 0.354 -0.0817 0.1861 -0.0915 0.3820
H 1.132 -0.564 -0.117 0.2068 0.0095 0.0441 0.3606
H -1.034 -0.559 3.550 -0.1874 0.2493 -0.4655 0.2165
H 0.590 -2.563 -0.999 0.1307 0.0650 0.2236 0.4130
H -0.756 -2.330 -2.101 -0.0592 0.0939 0.1916 0.2972
H -2.378 -3.237 -0.519 -0.0047 -0.2738 -0.3155 0.3317
H -1.067 -4.469 -0.679 0.1155 0.1119 -0.2317 0.3603
H -1.196 -3.359 0.708 0.2148 -0.3488 0.0708 0.3161
H -1.335 -0.238 2.933 0.1843 -0.2444 0.4567 -0.2130
H 1.806 2.858 -2.128 0.1422 0.0847 -0.0247 0.2684
H 0.829 1.621 -1.692 -0.1113 0.1392 -0.2580 0.2163
```
Forces are in eV/Å.

Output
highest occupied orbital energy: -13.503 eV
charge: +1
ΔE to the lowest compared entry with this formula, charge and spin: 4.866 eV
molecular weight: 115.200 u
Kohn-Sham gap: 6.3 eV
DFT total energy: -9435.106 eV
lowest unoccupied orbital energy: -7.228 eV



Entry 2:
Computed, not measured: a cluster of 2 separate species, C6H15N2 in total, with ωB97M-V/def2-TZVPD.

```
23
Properties=species:S:1:pos:R:3:forces:R:3:mulliken_charge:R:1
C 2.358 -0.506 -0.479 -0.1050 0.6616 -2.0281 -0.2189
N 1.077 0.154 -0.740 -1.5128 -2.7958 3.7010 0.0945
C -0.134 -0.655 -0.762 1.0830 0.7736 -2.5360 -0.5615
C -1.350 0.208 -1.191 -0.9868 0.2829 -0.9281 -0.5982
C -2.699 -0.229 -0.745 0.2837 0.0062 2.0997 -0.1419
C -3.259 0.300 0.419 0.2376 0.7112 -1.8521 -0.5134
C 2.387 -0.989 0.995 -0.7131 0.5962 0.9590 -0.9101
N 0.298 1.849 1.169 0.5936 -0.9628 -0.2795 -0.4901
H 3.120 0.266 -0.583 0.1316 0.0895 0.0824 0.3052
H 2.553 -1.269 -1.237 -0.2180 -0.3037 0.2863 0.3731
H 0.791 0.922 0.064 0.2140 1.4798 -0.9531 0.3189
H -0.345 -1.232 0.149 0.4147 0.0299 0.5899 0.4110
H -0.036 -1.423 -1.543 0.2404 -0.4527 0.2013 0.4738
H -1.402 0.119 -2.281 0.4154 0.1040 -0.1095 0.3453
H -1.134 1.262 -0.994 -0.2251 -0.0090 0.2883 0.5441
H -3.232 -1.028 -1.260 0.1358 0.2506 -0.1728 0.3844
H -4.326 0.226 0.592 0.0366 -0.4252 0.3863 0.3435
H -2.709 1.066 0.964 -0.0912 -0.3379 0.2085 0.2465
H 2.171 -0.082 1.567 0.1343 -0.2595 0.3658 0.2981
H 1.644 -1.748 1.245 0.0395 -0.0417 -0.3661 0.3305
H 0.597 2.816 1.324 -0.1439 0.0360 0.1442 0.2686
H 3.375 -1.327 1.299 0.2255 -0.0040 -0.4796 0.3611
H 0.255 1.300 2.030 -0.1900 0.5708 0.3921 0.3355
```
Forces are in eV/Å.

Output
highest occupied orbital energy (alpha / beta): -17.865 / -17.868 eV
charge: +2
ΔE to the lowest compared entry with this formula, charge and spin: 9.074 eV
molecular weight: 115.200 u
2S+1: 2
Kohn-Sham gap (alpha / beta): 3.9 / 3.9 eV
DFT total energy: -9419.032 eV
lowest unoccupied orbital energy (alpha / beta): -14.014 / -13.944 eV



Entry 3:
Computed, not measured: a structure of composition C6H15N2O3, with ωB97M-V/def2-TZVPD.

```
26
Properties=species:S:1:pos:R:3:forces:R:3:mulliken_charge:R:1
C 0.174 -1.777 -0.029 -0.9113 0.8229 1.2029 -0.6255
C -1.284 -1.992 0.351 0.4421 -2.9694 -0.4645 -0.4850
C -1.355 0.242 0.517 -2.0153 -1.5132 2.6245 0.1539
C -1.857 1.670 -1.423 -2.0367 -0.7975 -0.6060 -0.7612
C 1.392 0.184 0.850 0.2697 1.1811 -2.5057 -0.5046
C 2.709 0.307 -0.055 0.4811 -0.2320 0.4322 -0.5173
N -1.599 1.423 0.007 -1.5807 2.8770 -6.0244 0.0422
N 0.359 -0.314 -0.063 5.3684 -2.8958 -1.1428 0.1659
O -1.967 -0.818 0.047 -2.7749 -1.2553 -1.1552 -0.4600
O -1.176 0.405 1.808 -0.9102 -2.8894 5.2386 -0.5035
O 2.440 1.067 -1.285 0.6164 -0.5722 1.7971 -0.5105
H 0.724 -2.232 0.773 0.7720 0.1649 0.2955 0.3391
H 0.450 -2.279 -0.905 0.3179 -0.1749 -1.7060 0.3844
H -1.686 -2.971 -0.175 0.3021 2.4195 0.9941 0.3384
H -1.240 -2.184 1.430 -0.7521 -0.0122 -0.1151 0.2880
H -0.957 1.700 -2.062 0.1829 0.7809 0.5486 0.2983
H -2.365 0.752 -1.943 0.4017 1.5780 1.5607 0.2957
H -2.544 2.596 -1.509 1.4592 -1.4728 -0.0838 0.3383
H 1.025 1.149 1.207 0.5812 0.0900 0.0920 0.2999
H 1.417 -0.503 1.668 0.5603 -0.2487 0.5026 0.3498
H 3.557 0.811 0.482 -0.9941 -0.3914 -0.0795 0.4878
H 3.106 -0.719 -0.311 -0.6950 0.9126 0.1428 0.2531
H -1.272 2.163 0.551 0.3720 1.6274 0.9584 0.2930
H 0.415 0.010 -1.005 0.3004 0.6416 -0.6252 0.3656
H -1.684 -0.336 2.373 0.9224 2.3697 -1.3012 0.3308
H 3.221 1.648 -1.302 -0.6797 -0.0408 -0.5808 0.3434
```
Forces are in eV/Å.

Output
highest occupied orbital energy (alpha / beta): -7.527 / -14.104 eV
charge: +1
molecular weight: 163.197 u
2S+1: 3
Kohn-Sham gap (alpha / beta): 5.0 / 6.6 eV
DFT total energy: -15573.533 eV
lowest unoccupied orbital energy (alpha / beta): -2.489 / -7.524 eV



Entry 4:
Computed, not measured: a cluster of 2 separate species, C6H15N2O5P in total, with ωB97M-V/def2-TZVPD.

```
29
Properties=species:S:1:pos:R:3:forces:R:3:mulliken_charge:R:1
C -3.164 2.952 2.770 0.0774 0.1095 -0.0273 -1.4388
C -2.495 1.928 1.893 -0.0719 -0.0304 0.0414 0.4927
C -1.855 0.758 2.610 0.0213 0.0265 0.0322 -0.5083
O -0.808 0.389 1.703 0.0636 0.0225 0.0699 -0.3047
C -0.468 1.490 0.995 -0.0470 0.0459 -0.0248 0.6417
O 0.477 1.559 0.273 0.0094 -0.0018 -0.0079 -0.5012
O -1.346 2.487 1.218 -0.0261 -0.0398 -0.0930 -0.3498
H -3.701 3.687 2.174 0.0111 -0.0013 -0.0051 0.3557
H -3.878 2.461 3.432 -0.0145 -0.0010 -0.0107 0.3711
H -2.423 3.476 3.375 0.0032 -0.0597 0.0452 0.3508
H -3.174 1.567 1.116 -0.0186 -0.0153 0.0247 0.2811
H -2.518 -0.088 2.771 0.0278 -0.0382 -0.0933 0.3084
H -1.400 1.064 3.556 -0.0487 -0.0008 0.0253 0.3063
C 3.747 -2.361 -1.873 -0.1189 -0.0330 -0.0253 -0.8382
N 3.127 -1.137 -2.356 0.0657 0.0512 -0.1529 -0.3388
C 2.326 -0.417 -1.382 -0.2194 -0.0426 0.0095 -0.7359
P 0.518 -0.979 -1.477 0.8609 0.0182 0.2734 0.5003
O -1.261 -1.441 -1.656 -0.4237 -0.2614 -0.4703 -0.2782
N -1.529 -2.781 -1.804 0.4658 0.2393 0.0994 0.1653
O -2.105 -3.016 -2.806 -0.2973 0.0309 0.1000 -0.3188
H 3.105 -3.229 -2.047 -0.0209 0.0106 0.0570 0.2316
H 3.961 -2.317 -0.798 0.0859 0.0204 -0.0108 0.2872
H 4.681 -2.542 -2.404 -0.0108 -0.0146 -0.0139 0.3415
H 3.799 -0.541 -2.811 0.0516 0.0359 0.1236 0.2567
H 2.701 -0.536 -0.354 0.0278 -0.0372 -0.0135 0.2887
H 2.350 0.651 -1.603 0.0055 -0.0008 0.0136 0.4730
H 0.869 -2.118 -2.208 -0.1410 -0.0466 -0.0274 -0.0451
H 0.359 -1.097 -0.095 -0.1279 0.0083 0.0037 -0.0407
H 0.107 0.132 -2.210 -0.1903 0.0053 0.0573 0.0465
```
Forces are in eV/Å.

Output
highest occupied orbital energy: -8.384 eV
charge: 0
molecular weight: 226.169 u
SMILES string: C[C@@H]1COC(=O)O1.CNC[PH3]ON=O
Kohn-Sham gap: 9.0 eV
DFT total energy: -28967.557 eV
lowest unoccupied orbital energy: 0.658 eV



Entry 5:
Computed, not measured: a cluster of 2 separate species, C6H15N2OS in total, with ωB97M-V/def2-TZVPD.

```
25
Properties=species:S:1:pos:R:3:forces:R:3:mulliken_charge:R:1
C 1.178 -2.539 -0.143 0.2494 -1.9090 -0.5924 -0.6179
C 0.686 -1.438 0.267 0.9306 -0.1004 -0.3078 0.0296
C -2.186 -0.475 -0.891 0.7617 -0.0747 1.0480 -1.3439
C -1.675 1.415 0.764 -2.6144 1.5462 1.1507 -1.5154
C -0.048 -0.363 0.808 -0.5351 -0.0487 -0.7557 -0.4302
C -1.087 0.341 -0.130 0.4928 0.5149 -1.3090 1.2233
N 4.184 0.132 0.693 -0.0180 0.1494 -2.1235 -0.3381
N -0.167 0.988 -1.210 -0.9429 -0.7136 2.6192 -0.4791
O 2.117 1.218 -0.003 -0.3646 3.0119 -1.3214 -0.4887
S 3.224 0.143 -0.632 -0.4313 0.4107 1.4380 0.1314
H 2.043 -2.969 -0.726 -0.6791 1.4252 0.7798 0.3098
H 0.562 -3.441 0.085 -0.3002 0.6918 0.1278 0.2747
H -2.864 -1.073 -0.188 1.0938 0.4936 -1.1452 0.3261
H -1.604 -1.050 -1.681 -1.3884 0.3110 0.9241 0.3528
H -2.811 0.328 -1.328 0.2534 -0.7487 -0.1962 0.3804
H -0.964 2.182 1.129 -0.0938 -0.3631 -0.6961 0.3532
H -2.561 1.935 0.245 1.5564 -0.4971 0.5132 0.3304
H -2.187 1.115 1.760 0.9067 -0.4256 -1.6683 0.3320
H -0.425 -0.717 1.779 -0.0072 0.2239 0.0021 0.5699
H 0.594 0.539 0.971 0.6262 -0.7702 0.2427 0.3625
H 4.658 0.978 0.803 1.1633 1.1400 0.3849 0.2347
H 4.280 -0.517 1.411 -0.4098 -1.3743 1.0172 0.2216
H 1.991 2.137 -0.503 0.6077 -3.0387 1.1984 0.3483
H -0.663 1.431 -1.944 -0.7514 0.0627 -0.8031 0.2444
H 0.453 0.264 -1.543 -0.1058 0.0827 -0.5272 0.1881
```
Forces are in eV/Å.

Output
highest occupied orbital energy (alpha / beta): -12.255 / -12.255 eV
charge: +1
ΔE to the lowest compared entry with this formula, charge and spin: 3.877 eV
molecular weight: 163.266 u
Kohn-Sham gap (alpha / beta): 6.5 / 6.5 eV
DFT total energy: -22316.620 eV
lowest unoccupied orbital energy (alpha / beta): -5.733 / -5.733 eV



Entry 6:
Computed, not measured: a cluster of 2 separate species, C6H15N2OS in total, with ωB97M-V/def2-TZVPD.

```
25
Properties=species:S:1:pos:R:3:forces:R:3:mulliken_charge:R:1
C -2.586 0.238 -0.506 0.5608 -1.7405 1.8180 -0.7164
C -2.082 1.288 -1.098 0.6541 1.8312 -1.1016 -0.2472
C -0.558 1.569 -1.123 -2.4421 -0.9953 -0.2939 -0.7666
C 1.920 -1.153 -0.210 -2.3338 -1.9552 -5.0356 -0.7489
C 0.898 -2.012 0.481 0.2917 -3.6672 -3.6797 -0.4558
C 1.398 0.207 -0.628 -0.9240 -1.3122 1.7703 0.6121
N -0.287 1.083 2.028 -1.5093 -0.4282 -0.5137 -0.6465
N 0.160 0.348 -0.991 1.5697 0.8958 0.4313 -0.1148
O -0.044 -2.439 -0.541 -1.2392 1.3228 -0.3503 -0.5402
S 2.333 1.582 -0.234 -0.0534 1.0139 -0.4855 -0.1522
H -3.676 0.138 -0.619 0.6573 -0.5463 0.6873 0.3220
H -1.885 -0.454 0.180 -2.1295 1.2156 -1.8484 0.0957
H -2.809 2.049 -1.513 1.3434 -0.9162 0.0864 0.2916
H -0.382 2.202 -0.343 0.9525 1.6854 2.3035 0.4814
H -0.173 1.988 -1.978 0.1279 1.5451 -2.3602 0.6145
H 2.228 -1.759 -1.221 -0.7429 1.5250 2.2039 0.2372
H 2.771 -1.141 0.300 3.6581 0.7364 2.2409 0.6380
H 0.423 -1.533 1.229 -1.9296 1.7776 2.3531 0.1326
H 1.212 -2.979 0.853 1.2511 0.3289 0.5404 0.4633
H -0.660 0.269 2.509 0.4320 -0.2047 0.1410 0.2442
H 0.458 1.453 2.565 0.7473 0.3344 0.7818 0.2183
H -0.501 -0.345 -1.200 -0.1199 -2.6803 -0.2367 0.2948
H -1.075 1.719 2.144 0.2812 0.2859 -0.2295 0.2558
H -0.096 -3.355 -0.856 0.6786 0.3104 0.8658 0.3037
H 3.012 1.036 0.773 0.2182 -0.3622 -0.0885 0.1834
```
Forces are in eV/Å.

Output
highest occupied orbital energy: -13.707 eV
charge: +1
ΔE to the lowest compared entry with this formula, charge and spin: 1.158 eV
molecular weight: 163.266 u
Kohn-Sham gap: 9.7 eV
DFT total energy: -22319.340 eV
lowest unoccupied orbital energy: -4.007 eV